Molecular formula: C17H31N3P2Tc
Method: DFT, ωB97M-V with the def2-TZVPD basis set

Cartesian coordinates (Å):
P1 -0.119 -1.898 -5.162
P2 0.203 2.089 -5.197
C1 -0.451 -0.575 -6.396
C2 0.417 0.699 -6.459
H1 -1.531 -0.352 -6.351
H2 -0.285 -1.113 -7.345
H3 1.490 0.455 -6.491
H4 0.182 1.207 -7.407
C3 -1.339 2.808 -5.871
H5 -1.739 3.574 -5.196
H6 -2.108 2.046 -6.053
H7 -1.110 3.281 -6.836
C4 1.525 3.184 -5.811
H8 1.200 3.606 -6.770
H9 2.451 2.617 -5.968
H10 1.697 4.002 -5.094
C5 -1.311 -3.216 -5.486
H11 -1.276 -3.940 -4.658
H12 -1.038 -3.724 -6.428
H13 -2.316 -2.776 -5.564
C6 1.520 -2.555 -5.600
H14 2.265 -1.764 -5.775
H15 1.415 -3.132 -6.536
H16 1.888 -3.246 -4.828
Tc1 1.121 -1.746 -0.935
C7 0.374 2.630 -3.307
C8 -0.967 2.411 -2.802
C9 -1.863 1.339 -3.175
C10 -1.671 -0.229 -3.111
C11 -0.555 -1.245 -3.543
C12 0.906 -0.959 -2.989
C13 1.327 0.381 -3.528
C14 1.450 1.665 -2.726
C15 0.548 -3.222 0.455
H17 0.710 3.681 -3.252
H18 -1.321 3.102 -2.030
H19 -2.402 1.559 -4.103
H20 -2.696 1.494 -2.459
H21 -1.879 -0.450 -2.047
H22 -2.547 -0.606 -3.684
H23 -0.885 -2.201 -3.087
H24 1.634 -1.708 -3.399
H25 0.437 0.532 -4.236
H26 2.194 0.264 -4.191
H27 1.334 1.470 -1.654
H28 2.439 2.073 -2.937
H29 1.013 -3.073 1.457
H30 0.829 -4.250 0.148
H31 -0.547 -3.231 0.653
N1 0.270 -0.430 0.139
C16 -0.067 0.272 1.051
N2 -0.522 1.226 1.737
C17 -0.478 1.346 3.054
N3 -0.494 1.559 4.210

The HOMO energy (spin up / spin down) comes out at -13.8 / -14.0 eV. The value obtained for the total energy is -43353.6730 eV. As for the relative energy (zero: lowest compared OMol25 entry of this formula, charge and spin): 0.00 kcal per mole. As for the orbital gap (spin up / spin down): 6.535 / 7.020 eV. Its maximum force is 3.5 eV/Å. As for the net charge: +2. The LUMO energy (spin up / spin down) comes out at -7.279 / -7.019 eV. The spin multiplicity is 4. Its expectation value of S² is 4.19.